1.
Below is one molecule with the formula C2H3N3O2S, with properties calculated with ωB97M-V/def2-TZVPD.

Geometry as XYZ:
```
11
Properties=species:S:1:pos:R:3:forces:R:3:nbo_charge:R:1
C 0.0766 1.5567 0.0404 -2.96 2.99 1.07 0.284
C 1.3209 -0.4983 -0.0964 -0.17 -0.36 2.88 0.221
N -1.1682 1.0953 0.2330 0.36 3.51 -0.62 -0.676
N 1.0331 0.8152 -0.2213 3.00 -0.95 -0.37 -0.276
N 1.4716 -1.1381 1.0170 0.07 1.29 -0.63 -0.559
O -3.0990 -0.4015 0.4408 -1.58 0.62 0.14 -0.857
O -1.3739 -0.8999 -1.2529 0.56 -0.13 -2.67 -0.899
S -1.7568 -0.3330 -0.0146 0.62 -3.17 2.97 1.997
H 0.2074 2.7118 -0.0070 -0.27 -2.11 0.26 0.217
H 1.4337 -0.8291 -1.0523 0.73 -1.84 -2.62 0.188
H 1.8546 -2.0792 0.9132 -0.38 0.14 -0.41 0.361
```
Positions in Å, forces in eV/Å.

Values from the calculation:
expectation value of S²	2.0376
LUMO (alpha / beta)	0.016 / -0.147	Ha
gap between HOMO and LUMO (alpha / beta)	9.0154 / 6.7201	eV
charge	0
HOMO level (alpha / beta)	-8.6 / -10.7	eV
multiplicity	3

=====

2.
Below is one molecule with the formula C2H3N3O3, with properties calculated with ωB97M-V/def2-TZVPD.

Geometry as XYZ:
```
11
Properties=species:S:1:pos:R:3:forces:R:3:nbo_charge:R:1
C -0.8942 -0.3283 0.0750 6.94 0.15 1.07 0.723
C 1.3319 -0.2051 -0.1402 5.01 -2.10 1.41 0.619
H -3.7395 -0.3957 -0.3195 1.00 1.20 -0.09 0.484
H 1.3775 1.4383 1.1207 -2.51 -1.12 -2.68 0.357
H 3.4769 -0.1468 -0.4782 -3.81 -0.81 0.74 0.403
N -2.0050 -0.8247 0.2291 -2.13 1.22 -1.77 -0.219
N 0.9031 1.0928 0.1056 9.15 -0.32 2.45 -0.307
N 2.5073 -0.6720 -0.2729 0.86 0.63 -0.85 -0.698
O -2.9232 0.1764 -0.3257 -1.44 -1.82 1.17 -0.565
O -0.3051 0.9861 -0.1135 -12.46 1.13 -1.03 -0.337
O 0.2703 -1.1209 0.1195 -0.60 1.85 -0.42 -0.460
```
Positions in Å, forces in eV/Å.

Values from the calculation:
LUMO	0.011	Ha
gap between HOMO and LUMO	9.8427	eV
charge	0
SMILES string	[H]/N=c1\[nH]o/c(=N\O)o1
HOMO level	-9.5	eV

=====

3.
Below is one molecule with the formula C2H3N3O3, with properties calculated with ωB97M-V/def2-TZVPD.

Geometry as XYZ:
```
11
Properties=species:S:1:pos:R:3:forces:R:3:nbo_charge:R:1
C 1.5184 0.0374 0.0559 1.26 0.45 0.33 0.678
C 0.2475 0.6902 -0.0475 -3.14 -2.88 -2.73 0.236
H -1.6306 0.0803 1.1380 1.03 0.07 3.89 0.454
H -0.2476 -2.1833 -0.6665 0.61 -2.17 -2.28 0.357
H -1.0061 2.0694 -0.4155 1.69 -0.46 0.97 0.381
N -0.8320 -0.3736 -0.4940 4.00 1.53 1.55 -0.049
N -0.0257 -1.6010 0.0625 -3.08 2.53 2.68 -0.212
N -0.0139 1.8697 -0.0551 -1.63 3.58 -0.42 -0.508
O -1.9067 0.0761 0.2756 -1.82 -1.57 -3.44 -0.534
O 1.3436 -1.2861 0.0833 0.38 -0.51 -0.74 -0.321
O 2.5531 0.6209 0.0634 0.71 -0.56 0.19 -0.481
```
Positions in Å, forces in eV/Å.

Values from the calculation:
LUMO	-0.014	Ha
gap between HOMO and LUMO	10.0172	eV
charge	0
SMILES string	[H]/N=c1/c(=O)o[nH]n1O
HOMO level	-10.4	eV

=====

4.
Below is one molecule with the formula C2H3N3O3, with properties calculated with ωB97M-V/def2-TZVPD.

Geometry as XYZ:
```
11
Properties=species:S:1:pos:R:3:forces:R:3:nbo_charge:R:1
C 0.3697 0.0468 -0.0235 -1.21 0.22 -0.47 0.274
C -0.9493 0.8327 0.0042 3.67 -2.31 -0.16 0.740
H 2.5036 -1.1429 -0.2438 0.44 3.40 0.96 0.346
H 3.3662 0.2233 0.8796 -2.95 -1.12 -3.92 0.382
H -1.0950 -1.7087 1.0245 0.51 -0.79 2.21 0.322
N 2.6023 -0.0127 -0.0556 4.29 -3.37 2.84 -0.609
N 1.4617 0.5954 0.1977 -0.54 1.13 0.19 -0.221
N -1.1986 -1.5107 0.0760 0.13 0.42 -1.95 0.013
O 0.1298 -1.2835 -0.3919 0.29 0.98 0.29 -0.378
O -1.8091 -0.2519 0.1609 -2.63 2.80 -0.58 -0.383
O -0.9902 2.0162 -0.1528 -1.99 -1.37 0.59 -0.485
```
Positions in Å, forces in eV/Å.

Values from the calculation:
LUMO	0.013	Ha
gap between HOMO and LUMO	9.6630	eV
charge	0
SMILES string	N/N=c1\o[nH]oc1=O
HOMO level	-9.3	eV

=====

5.
Below is one molecule with the formula C2H3N3OS, with properties calculated with ωB97M-V/def2-TZVPD.

Geometry as XYZ:
```
10
Properties=species:S:1:pos:R:3:forces:R:3:nbo_charge:R:1
C 1.1232 -1.0635 -0.1165 -1.32 -0.01 0.17 0.240
C -0.9708 -0.5292 0.0629 1.23 0.58 0.18 0.147
H -1.6052 1.6914 0.0900 -0.14 0.15 -0.25 0.502
H 1.8373 0.8493 0.3596 -0.34 -0.15 -0.26 0.419
H 2.0122 -1.6502 -0.2679 0.23 0.14 0.21 0.219
N -0.1713 0.5982 0.1694 -1.62 -0.24 0.41 0.029
N 1.1134 0.3141 -0.1257 0.93 -0.60 -0.12 -0.388
N -0.0716 -1.5820 0.0255 0.78 -0.16 -0.62 -0.459
O -0.6569 1.8403 -0.1302 0.16 0.16 0.08 -0.518
S -2.6103 -0.4684 -0.0671 0.09 0.11 0.20 -0.190
```
Positions in Å, forces in eV/Å.

Values from the calculation:
LUMO	0.007	Ha
gap between HOMO and LUMO	8.6783	eV
charge	0
SMILES string	On1[nH]cnc1=S
HOMO level	-8.5	eV

=====

6.
Below is one molecule with the formula C2H3N3OS, with properties calculated with ωB97M-V/def2-TZVPD.

Geometry as XYZ:
```
10
Properties=species:S:1:pos:R:3:forces:R:3:nbo_charge:R:1
C -1.4475 0.8060 0.8824 -2.86 5.21 4.45 0.312
C 0.1044 -0.6810 0.7280 -0.62 1.15 -1.49 0.633
H 1.8728 0.8863 -0.8371 0.70 0.69 0.78 0.088
H -1.9674 1.7777 1.5308 1.00 -3.61 -2.02 0.215
H 0.6901 -2.0096 1.6354 0.45 -1.67 2.65 0.349
N -0.1990 0.0159 -0.4425 2.43 -1.49 -1.96 -0.441
N -1.1679 0.9522 -0.3342 0.11 0.07 1.12 -0.254
N 0.9456 -1.6098 0.7919 -0.53 0.92 -0.83 -0.692
O -0.7573 -0.0888 1.6666 0.16 -0.43 -1.49 -0.466
S 1.0294 0.2373 -1.5894 -0.85 -0.83 -1.22 0.256
```
Positions in Å, forces in eV/Å.

Values from the calculation:
LUMO	0.027	Ha
gap between HOMO and LUMO	9.8446	eV
charge	0
SMILES string	[H]/N=c1\ocnn1S
HOMO level	-9.1	eV

=====

7.
Below is one molecule with the formula C2H3N3OS, with properties calculated with ωB97M-V/def2-TZVPD.

Geometry as XYZ:
```
10
Properties=species:S:1:pos:R:3:forces:R:3:nbo_charge:R:1
C -0.6393 -0.0131 0.0292 1.59 0.67 0.92 0.313
C 2.0924 0.0740 -0.2314 -0.51 2.46 -0.26 0.155
H -0.2805 1.9858 0.3080 -0.75 0.77 -0.09 0.411
H 3.1045 -0.0034 -0.6660 -0.68 0.16 0.42 0.214
H 1.9690 -1.8901 0.0793 -1.25 1.10 0.36 0.388
N 0.1543 1.1021 0.3375 1.09 -2.16 -0.43 -0.470
N 1.4643 1.1957 -0.1728 0.44 -0.11 -0.74 -0.256
N 1.4872 -0.9878 0.3331 -0.08 -3.43 0.20 -0.344
O 0.0663 -1.1609 -0.0817 0.98 0.49 -0.18 -0.341
S -2.2364 -0.0213 -0.0838 -0.82 0.06 -0.22 -0.070
```
Positions in Å, forces in eV/Å.

Values from the calculation:
LUMO	0.009	Ha
gap between HOMO and LUMO	9.1572	eV
charge	0
SMILES string	S=C1NN=CNO1
HOMO level	-8.9	eV

=====

8.
Below is a 2-piece molecular cluster, C2H3N3OS2 overall, with properties calculated with ωB97M-V/def2-TZVPD.

Geometry as XYZ:
```
11
Properties=species:S:1:pos:R:3:forces:R:3:nbo_charge:R:1
C -1.0829 -0.7171 0.1814 -0.46 0.26 -0.64 0.087
C 1.1844 0.2392 0.1395 -0.36 2.03 -0.61 0.264
N -3.0073 0.9413 -0.0518 2.96 0.89 0.16 0.225
N 1.7631 -0.9543 -0.0228 -2.20 1.53 1.14 -0.775
N -0.2266 0.2683 0.1602 -2.69 1.04 0.52 -0.674
O -2.3534 1.9199 -0.0747 -1.43 -2.06 0.11 -0.231
S -1.1584 -2.3209 0.0682 -0.17 0.85 0.19 0.004
S 1.9051 1.7248 0.0886 0.34 -0.30 0.33 -0.169
H 1.0567 -1.5829 -0.3529 0.60 -1.53 -0.43 0.411
H 2.6879 -0.7907 -0.2899 1.60 -0.85 -0.75 0.426
H -0.7686 1.2724 0.1541 1.81 -1.87 -0.02 0.432
```
Positions in Å, forces in eV/Å.

Values from the calculation:
LUMO (alpha / beta)	-0.044 / -0.044	Ha
gap between HOMO and LUMO (alpha / beta)	6.7496 / 6.7422	eV
charge	0
HOMO level (alpha / beta)	-7.9 / -7.9	eV

=====

9.
Below is one molecule with the formula C2H3N3S, with properties calculated with ωB97M-V/def2-TZVPD.

Geometry as XYZ:
```
9
Properties=species:S:1:pos:R:3:forces:R:3:nbo_charge:R:1
C 0.9300 1.2289 0.1086 -0.56 -1.85 0.20 0.199
C 0.8687 -0.4129 0.1663 0.94 2.11 -0.45 -0.010
N 0.9410 2.3894 0.0370 0.08 -1.70 0.09 -0.299
N -1.4256 -0.1410 -0.2005 0.34 -1.69 -1.66 -0.612
N -0.3671 -0.9148 0.3488 0.02 3.66 0.33 -0.426
S 2.2207 -1.2471 -0.1486 0.04 0.09 0.35 0.027
H -0.9981 0.3012 -0.9941 -0.24 -0.28 -1.15 0.344
H -1.6641 0.6758 0.2726 -0.47 1.15 2.42 0.362
H -0.5056 -1.8796 0.4098 -0.17 -1.50 -0.12 0.413
```
Positions in Å, forces in eV/Å.

Values from the calculation:
LUMO	-0.027	Ha
gap between HOMO and LUMO	8.8453	eV
charge	0
SMILES string	N#CC(=S)NN
HOMO level	-9.6	eV

=====

10.
Below is one molecule with the formula C2H3N3S, with properties calculated with ωB97M-V/def2-TZVPD.

Geometry as XYZ:
```
9
Properties=species:S:1:pos:R:3:forces:R:3:nbo_charge:R:1
C -0.5498 0.6012 -0.5881 -0.94 -1.08 0.31 -0.132
C -0.9779 0.9116 0.7610 1.48 -0.35 1.23 -0.150
N -0.1014 -0.2920 1.1924 -0.85 0.70 0.33 -0.405
N 0.3136 -0.4474 -0.0742 4.48 -0.64 -2.79 0.000
N 1.7200 -0.7238 -0.3410 -3.47 0.52 1.37 -0.479
S -2.3901 0.2271 0.0343 -0.13 -0.03 -0.79 0.158
H -0.5554 1.0674 -1.5504 0.39 0.01 -0.20 0.266
H 0.6245 -0.3493 1.8896 0.21 0.24 0.21 0.407
H 1.9166 -0.9948 -1.3237 -1.17 0.64 0.33 0.334
```
Positions in Å, forces in eV/Å.

Values from the calculation:
LUMO (alpha / beta)	-0.029 / -0.046	Ha
gap between HOMO and LUMO (alpha / beta)	7.5341 / 7.2239	eV
charge	0
HOMO level (alpha / beta)	-8.3 / -8.5	eV

=====

Which energy relative to the best compared isomer or geometry (same formula, charge and spin) belongs to each record? In order, 0.000; 5.262; 4.282; 4.481; 2.173; 2.400; 2.429; 3.872; 2.111; 7.141 eV.